A molecular structure, C23H52O3P4STl. Source: OMol25; level of theory: ωB97M-V/def2-TZVPD.

Gap between HOMO and LUMO (spin up / spin down) = 2.60 / 2.60 eV
Relative energy (zero: lowest compared OMol25 entry of this formula, charge and spin) = 39.2 kcal per mole
Electronic energy = -83492.913 eV
Total charge = +3

```
84
Properties=species:S:1:pos:R:3:forces:R:3:mulliken_charge:R:1
Tl 2.00205 1.08143 -0.95830 -0.13 -0.76 -0.21 0.944
S 2.01662 2.77173 -2.97577 0.56 1.01 -0.13 -0.060
P 1.64781 -2.51600 -1.44004 1.07 -0.86 -0.46 0.887
P 1.46936 -0.36296 2.25125 -0.31 -0.57 0.57 1.425
P -0.36528 -0.19179 -2.90922 -0.86 0.99 -1.16 0.740
P -3.44841 -0.73327 0.51470 -1.17 -0.46 0.43 -0.062
O -2.68682 -2.17883 0.18423 0.31 0.69 0.47 0.027
O -2.61852 -0.17292 1.86111 0.45 -0.56 -0.43 -0.065
O -4.83303 -1.23834 1.18484 0.44 -0.17 -0.13 -0.419
C 1.44667 -3.24556 -3.11779 -0.53 0.44 -0.05 -1.362
C -3.35716 -3.16911 -0.64895 0.01 0.32 0.23 -0.154
C 2.83884 -0.56156 3.39107 0.44 0.02 -0.11 -1.296
C 4.39365 3.98522 -2.45568 1.09 0.24 0.27 -0.276
C 2.68074 4.54950 2.58065 -0.60 -0.07 -0.36 -0.442
C -1.83532 -1.21646 -3.33283 0.10 -0.71 0.43 -1.154
C 4.59299 5.90943 -0.99057 -0.19 -0.17 -0.12 -0.355
C 1.55479 -4.06752 -0.44844 -0.53 0.27 0.48 -1.320
C 3.47987 -2.31888 -1.49222 -0.05 0.40 0.13 -1.309
C 1.42473 4.88103 2.24074 0.61 -0.24 0.15 -0.614
C -4.29851 1.60643 2.33322 -0.26 0.18 0.06 -1.231
C -1.25778 1.34431 -2.43914 0.05 0.19 0.50 -0.856
C 5.18072 4.93839 -1.81598 0.08 -0.71 -0.64 -0.605
C -2.44694 -4.36802 -0.71571 -0.02 -0.34 -0.07 -0.862
C 2.40180 4.97042 -1.44123 -0.03 0.83 0.94 -0.162
C -3.95826 -2.86016 2.92159 0.37 -0.34 0.27 -0.491
C -3.27574 0.64860 2.88087 0.20 -0.46 -0.01 -0.323
C -5.10997 -2.35571 2.10433 -0.48 0.44 -0.35 -0.489
C 2.98827 3.97252 -2.25806 -0.44 -0.49 -0.53 0.137
C 0.32453 -1.72834 2.41032 -0.12 -0.33 -0.12 -0.269
C 3.20298 5.90212 -0.79023 -0.90 -0.29 -0.12 -0.675
C 0.60456 1.16641 2.59969 -0.08 0.38 -0.22 -0.390
C 0.17243 0.24785 -4.61835 0.55 -0.10 0.13 -1.654
H 2.09109 -3.94337 0.50125 -0.10 -0.08 -0.21 0.451
H 0.62740 -2.55134 1.74857 -0.08 0.17 0.23 0.021
H -2.46243 1.19127 3.37934 -0.09 -0.12 -0.14 0.430
H 1.22570 0.55914 -4.61488 -0.23 -0.06 -0.27 0.370
H -2.95916 -5.17449 -1.25090 0.15 0.06 0.07 0.461
H 1.62708 -2.48275 -3.88530 -0.02 -0.21 0.09 0.342
H 3.00709 -1.62868 3.58671 0.00 0.27 -0.07 0.431
H 1.22455 5.62981 1.46699 -0.01 -0.27 0.35 0.247
H 2.73928 6.61443 -0.10540 0.19 -0.08 -0.34 0.584
H 2.88952 3.81726 3.37106 -0.05 0.41 -0.27 0.317
H -3.53516 -2.75497 -1.65417 -0.07 -0.07 0.35 0.384
H -1.64936 -2.25774 -3.03801 -0.24 0.18 -0.16 0.174
H -1.51746 -4.14289 -1.25384 -0.15 0.03 0.06 -0.172
H -3.15944 -3.27839 2.29853 -0.13 0.17 0.20 -0.060
H -2.71625 -0.84665 -2.79090 0.30 -0.12 -0.07 0.347
H -3.72141 -0.01946 3.63105 0.08 0.15 -0.25 0.185
H 3.93848 -3.23446 -1.89060 -0.05 0.26 0.12 0.457
H 3.74628 -0.12695 2.95089 -0.15 -0.09 0.26 0.435
H 2.00082 -4.89841 -1.01144 -0.04 0.27 0.08 0.488
H -4.32698 -3.44208 -0.20368 0.36 0.18 -0.17 0.136
H 0.33707 -2.08296 3.45071 0.01 0.11 -0.23 0.513
H -5.90209 -1.97516 2.75864 0.13 -0.07 -0.19 0.355
H -0.44526 1.07018 -5.00234 0.10 -0.29 0.03 0.443
H 1.07874 2.02167 2.10077 -0.05 -0.07 0.19 -0.042
H 5.21299 6.66738 -0.50887 -0.16 -0.23 -0.10 0.456
H 4.82781 3.21729 -3.09764 0.02 0.30 0.17 0.498
H 1.99400 -0.37258 0.91232 -0.37 -0.13 1.05 -0.550
H -0.44717 1.08802 2.28962 0.24 -0.07 -0.02 -0.048
H -3.89517 2.20129 1.50936 -0.05 -0.04 0.06 0.295
H 1.31984 4.95268 -1.30127 0.31 0.14 -0.01 0.469
H -0.56605 2.14701 -2.14620 -0.36 -0.14 -0.12 0.274
H 0.50460 -4.30555 -0.23026 0.31 -0.04 -0.03 0.212
H 6.26336 4.92580 -1.95603 -0.36 0.04 -0.01 0.432
H -1.93392 1.12028 -1.59993 0.14 0.14 -0.22 0.120
H 0.06044 -0.63407 -5.26368 0.15 0.30 0.13 0.545
H 0.55753 4.44909 2.75332 0.32 0.26 -0.19 0.339
H -5.19681 1.07808 2.00248 0.16 0.18 -0.02 0.280
H -4.33899 -3.67048 3.55587 0.05 0.16 -0.09 0.464
H -5.53873 -3.15997 1.49519 0.05 0.20 0.12 0.348
H -2.02461 -1.18175 -4.41548 0.13 0.07 0.36 0.559
H 3.54344 4.99627 2.07289 -0.31 -0.16 0.31 0.206
H 2.61018 -0.04835 4.33475 0.04 -0.17 -0.23 0.412
H 2.16986 -4.06384 -3.23395 -0.19 0.21 0.05 0.524
H 3.86669 -2.12244 -0.48382 0.02 -0.06 -0.22 0.357
H -3.55437 -2.09031 3.58714 0.01 -0.17 -0.16 0.105
H -1.84311 1.67932 -3.30641 0.03 -0.06 0.26 0.462
H -4.58454 2.28835 3.13792 -0.04 -0.01 -0.10 0.432
H 0.64492 1.33780 3.68563 -0.02 -0.07 -0.29 0.455
H -2.19279 -4.73216 0.28857 -0.10 0.10 -0.23 0.311
H -0.69410 -1.41039 2.15116 0.13 -0.01 -0.02 -0.219
H 0.42934 -3.63746 -3.24088 0.24 0.03 -0.05 0.348
H 3.73564 -1.47230 -2.14497 0.09 -0.25 0.08 0.353
```
Forces are in eV/Å.

3 unconnected molecules or ions with the total composition C23H53BBrN3O12P3. Source: OMol25; level of theory: ωB97M-V/def2-TZVPD.

Gap between HOMO and LUMO = 7.65 eV
Electronic energy = -152327.673 eV
Total charge = +1

```
96
Properties=species:S:1:pos:R:3:forces:R:3:mulliken_charge:R:1
Br -1.20725 0.61122 4.25428 -1.11 -0.41 -0.08 0.036
P -2.29247 -3.68267 -5.69494 -7.57 -1.34 -4.34 1.165
P 5.77760 5.13322 2.02864 9.19 -1.76 -0.88 1.172
P -5.72403 1.17711 2.05160 -1.00 -0.35 2.89 0.396
O -6.46868 1.19767 3.36071 1.08 0.12 -1.43 -0.615
O -2.92141 -2.34214 -4.87526 3.37 -0.59 1.00 -0.400
O 7.06576 5.26473 3.06099 -1.04 0.76 0.32 -0.389
O 6.57520 4.66490 0.65250 -0.85 -0.13 -0.42 -0.293
O 2.46567 -1.70377 2.78646 -0.13 0.51 -1.19 -0.372
O 5.42739 3.70764 2.44510 -4.08 2.03 0.20 -0.682
O -0.53477 -1.89450 2.38302 -0.48 -1.14 -0.32 -0.158
O -3.04104 -3.14728 -7.06848 0.77 0.66 0.60 -0.402
O 6.03611 6.73004 1.54534 -3.69 -0.73 0.58 -0.425
O -1.53918 -4.80787 -6.37698 2.94 1.77 2.66 -0.732
O -6.33596 -2.31877 -0.66558 1.81 0.89 0.42 -0.535
O -3.49811 -4.59485 -5.03333 0.65 -0.23 0.49 -0.261
N -5.42188 -0.14956 -1.37969 0.22 -1.15 1.04 -0.572
N -3.48641 -0.59335 2.95437 -1.08 -1.54 -3.30 0.545
N -3.48800 -2.14887 1.23882 -1.73 3.41 1.89 0.214
C -4.53073 -0.25036 2.02893 0.13 -1.63 -2.93 -0.435
C 8.41066 6.82193 0.79655 -0.07 -0.44 0.03 -0.873
C -3.20904 -5.38070 -3.88817 -0.14 -0.14 0.17 -0.619
C -4.10484 -1.64396 -5.27569 -0.56 0.70 -0.36 -0.220
C -5.37778 -2.46799 -5.26243 0.08 -0.30 -0.16 -0.868
C 1.79481 -2.20113 1.61558 -0.32 -0.09 -0.02 -0.503
C 5.79930 4.27626 -0.47582 0.08 0.04 -0.28 -0.327
C 7.29005 7.41553 1.62723 0.77 0.71 0.37 -0.218
C -3.15416 0.19255 4.16294 -0.63 1.12 1.04 -0.585
C 3.27234 -0.55303 2.45796 0.20 0.96 0.20 -0.390
C -2.39779 -3.25653 -8.34080 -0.04 -0.36 -0.47 -0.372
C -2.94551 -4.44868 -9.10259 -0.18 -0.10 -0.02 -1.111
C 7.84049 3.34449 4.30377 0.16 -0.10 -0.07 -1.120
C -4.54347 -1.21344 0.94387 0.67 0.67 2.45 0.190
C 2.56256 0.81140 2.84366 0.53 0.28 -0.66 -0.503
C -3.72558 -0.38805 5.51326 0.53 -0.66 0.65 -0.288
C 7.04192 4.63431 4.34133 0.24 -0.42 0.15 -0.354
C -2.92747 -1.71380 2.40805 1.79 -1.62 0.99 0.239
C 0.45362 -2.88718 2.05711 1.42 -0.49 0.17 -0.549
C -3.07431 -4.50968 -2.65028 0.14 0.11 0.22 -0.721
C -3.58221 -1.94805 5.69493 -0.22 0.28 0.95 -1.002
C -1.70515 -2.52317 2.95237 0.57 0.85 -0.22 -0.776
C 5.18738 5.47869 -1.17286 -0.13 0.07 0.04 -0.958
B -5.48189 -1.26614 -0.37008 -0.84 0.09 -1.44 0.542
H 0.71059 -3.51797 2.96411 -0.37 0.71 -0.79 0.320
H 8.74244 5.86330 1.19396 -0.03 0.03 -0.02 0.234
H -1.78973 -3.59449 2.59354 -0.10 1.12 0.50 0.515
H 5.02391 3.56552 -0.17294 0.04 -0.05 0.01 0.244
H -2.93553 -5.35837 -8.49894 0.21 0.11 0.02 0.289
H -2.29968 -5.96877 -4.04256 -0.03 -0.01 -0.05 0.321
H -3.64417 1.19973 4.01993 0.61 -1.19 -0.06 0.321
H -3.95084 -1.16293 -6.24198 0.02 -0.22 0.01 0.277
H -5.37772 -3.22176 -6.04845 0.01 0.01 0.07 0.295
H 4.44791 5.96720 -0.53164 -0.01 0.01 -0.07 0.283
H -6.64777 0.97763 0.97120 0.98 -0.01 0.05 0.055
H 7.49726 5.32368 5.05637 0.00 0.11 -0.15 0.341
H -4.95283 2.35882 1.82071 -0.21 -0.57 -0.38 0.135
H -3.12854 0.08944 6.34499 -0.62 -0.35 -1.00 0.359
H 3.53073 -0.54963 1.35494 -0.24 -0.05 1.20 0.301
H -6.24251 -1.82025 -5.42521 0.14 0.13 0.04 0.418
H -2.19601 -3.86131 -2.72539 0.00 -0.03 0.04 0.313
H -2.61014 -2.34024 -8.89657 -0.09 0.05 0.18 0.339
H 1.60430 -1.37971 0.85999 -0.04 -0.74 0.90 0.342
H 2.12650 1.31654 1.93175 0.28 -0.59 0.99 0.253
H 2.48748 -2.93384 1.11603 -0.86 0.33 0.34 0.306
H 8.09230 6.66407 -0.23457 0.04 0.07 0.04 0.169
H -4.14842 -2.21677 6.63743 0.58 0.26 -1.08 0.416
H 5.95026 6.22269 -1.40651 -0.02 -0.08 -0.02 0.189
H 4.69227 5.17808 -2.09848 0.01 -0.02 0.04 0.398
H -1.31405 -3.31539 -8.22919 -0.11 -0.11 0.07 0.357
H -4.03838 -6.07983 -3.76676 0.02 0.06 -0.09 0.334
H 6.01720 4.46215 4.67560 0.06 -0.08 -0.13 0.330
H 8.90262 3.56211 4.17064 -0.04 0.02 0.07 0.315
H 7.09287 8.42491 1.25552 -0.38 -0.15 -0.05 0.356
H 7.54641 2.70685 3.46771 -0.19 0.09 0.10 0.276
H 0.07303 -3.59785 1.27125 0.29 0.74 0.45 0.352
H -4.22716 -0.83023 -4.55394 0.34 -0.14 0.17 0.341
H 7.71496 2.78255 5.23144 0.03 0.04 0.00 0.372
H -2.96947 -5.12804 -1.75507 0.01 -0.05 -0.04 0.455
H 1.76174 0.70826 3.61952 0.83 -0.17 -0.63 -0.018
H -5.50205 -2.98178 -4.30695 -0.01 0.04 -0.01 0.067
H 3.36622 1.50263 3.22216 -0.91 -0.54 -0.29 0.206
H -3.22602 -2.96069 0.67402 0.01 0.42 0.54 0.249
H -2.51380 -2.24603 5.90640 -1.15 0.25 -0.50 0.246
H -3.98671 -4.27195 -9.38206 0.06 0.05 -0.04 0.298
H -6.49512 -2.28177 -1.62985 -0.40 0.15 0.52 0.329
H -4.46305 -0.00047 -1.70312 -0.41 0.50 0.21 0.263
H 4.24660 -0.58870 3.01850 -1.05 -0.38 -0.43 0.341
H -4.05423 -2.54239 4.86976 0.58 0.51 0.63 0.230
H -3.94297 -3.85760 -2.53224 -0.03 -0.09 -0.05 0.055
H -5.84538 0.70246 -1.00859 0.39 -0.08 -0.55 0.206
H 6.47233 3.75979 -1.16315 0.06 -0.01 0.15 0.306
H -2.36793 -4.62759 -10.01116 -0.03 0.03 0.01 0.375
H 7.58846 7.53523 2.66948 -0.04 -0.21 -0.05 0.247
H -1.57436 -2.46944 4.06290 -0.62 -0.23 -0.99 0.052
H -4.79619 -0.08973 5.71266 1.06 -0.17 -0.83 0.351
H 9.27064 7.49570 0.79644 -0.15 0.13 0.08 0.403
```
Forces are in eV/Å.

5 unconnected molecules or ions with the total composition C23H53FN3O8. Source: OMol25; level of theory: ωB97M-V/def2-TZVPD.

Gap between HOMO and LUMO = 8.19 eV
Electronic energy = -48267.997 eV
Total charge = +1

```
88
Properties=species:S:1:pos:R:3:forces:R:3:mulliken_charge:R:1
F 3.67949 -0.04665 2.91591 0.01 -0.21 0.18 -0.319
O -2.94661 -4.62272 0.68364 0.02 0.22 0.01 -0.434
O -6.14295 -3.10590 -5.69460 0.10 -0.06 0.08 -0.374
O -3.79410 -2.77128 -3.95867 0.01 -0.03 -0.07 -0.230
O 2.77190 9.14933 -0.47609 -0.07 -0.13 0.11 -0.375
O 3.82798 -3.14818 -2.90780 -0.07 0.03 0.13 -0.390
O 2.90558 6.50415 0.79606 -0.10 -0.04 0.01 -0.288
O 1.65145 -4.08808 -1.17167 0.03 0.11 -0.02 -0.322
O -1.61427 -2.22677 1.74859 -0.02 0.07 0.06 -0.246
N -1.79668 -0.34621 5.74380 0.56 -0.05 0.29 -0.588
N 0.26897 3.11685 3.26758 0.12 -0.64 0.13 0.018
N 1.53131 1.38043 3.32689 -0.53 0.46 0.13 0.127
C -2.98226 -3.29054 -4.99788 0.02 -0.01 0.05 -0.826
C 4.27961 -2.31356 -1.86107 0.02 0.00 -0.06 -0.742
C -4.64519 -1.71771 -4.38643 0.04 -0.02 0.26 -0.501
C 1.55129 3.53087 2.97826 0.65 0.23 -0.10 -0.829
C 3.79246 6.96737 -0.22017 0.14 -0.06 0.17 -0.539
C -0.57560 0.29728 5.24481 -0.68 -0.03 -0.19 -0.635
C 0.27483 1.79889 3.47544 -0.03 -0.07 -0.16 -0.189
C -6.06225 -2.19535 -4.61224 -0.09 0.06 -0.24 -0.546
C 1.59766 6.25232 0.31985 0.04 -0.08 0.01 -0.770
C -0.82911 0.87974 3.83895 0.30 -0.18 -0.06 -0.181
C 2.17562 -4.81164 -2.27748 -0.03 -0.13 0.20 -0.536
C 3.83698 2.33231 2.80153 -0.01 0.13 -0.08 -0.499
C -1.37048 -3.56030 2.18833 0.22 0.10 -0.07 -0.594
C 2.09951 9.66047 0.66171 0.02 0.06 -0.06 -0.665
C -6.23199 -4.46086 -5.28949 -0.04 0.02 -0.04 -0.664
C -1.58859 -4.56498 1.08130 -0.15 -0.25 0.01 -0.316
C 0.89118 -2.95659 -1.55334 -0.03 -0.04 0.04 -0.723
C 3.63572 -4.49851 -2.51062 0.04 0.04 -0.24 -0.513
C 3.97482 8.46686 -0.16734 -0.06 0.14 -0.21 -0.534
C 4.25782 1.00929 2.20891 0.09 -0.01 -0.05 -0.424
C -2.88205 -1.73034 2.14415 0.05 0.08 0.07 -0.905
C 2.37071 2.45154 3.01367 -0.71 -0.24 0.08 0.286
C -3.20323 -3.92136 -0.52299 -0.04 -0.08 -0.03 -0.684
H -3.06320 -0.81041 1.58814 0.03 0.01 0.00 0.241
H 1.57786 5.33212 -0.27644 -0.06 0.03 -0.05 0.331
H -0.94414 -4.33397 0.22814 0.04 0.02 0.01 0.007
H -1.64744 -1.34754 5.77419 -0.20 -0.09 -0.20 0.255
H -0.28065 1.11139 5.89901 0.08 0.07 0.22 0.392
H -2.80088 -4.47122 -1.37931 0.01 0.06 -0.04 0.349
H -2.00097 -3.80088 3.04962 -0.05 0.00 -0.01 0.381
H 0.95273 6.12240 1.19036 -0.02 0.02 0.00 0.185
H 1.10534 9.96941 0.34414 0.02 0.02 -0.04 0.246
H -0.55762 3.68607 3.32780 -0.03 0.14 -0.04 0.255
H 3.67946 -2.44044 -0.95550 0.01 -0.02 0.02 0.289
H -2.53848 -4.21767 -4.63774 0.01 0.02 0.04 0.232
H 2.00257 8.90637 1.44717 0.02 0.00 0.01 0.254
H 1.20697 7.07625 -0.27965 0.04 0.02 0.00 0.416
H 4.00679 -5.13244 -3.32099 0.00 -0.01 0.02 0.384
H 4.71629 8.75343 -0.91869 0.03 -0.01 0.03 0.385
H -2.77476 -2.91619 -0.50581 0.02 0.00 -0.02 0.288
H -6.46044 -2.64578 -3.69780 0.03 -0.01 0.03 0.305
H -0.07775 -3.26626 -1.96157 0.00 0.08 -0.05 0.243
H 1.41656 -2.34571 -2.29144 -0.01 -0.01 -0.02 0.458
H -2.17893 -2.58847 -5.24701 -0.01 -0.01 -0.05 0.290
H 1.76385 0.40755 3.45272 0.50 0.02 -0.17 0.275
H -1.80809 1.33882 3.78017 -0.08 0.28 0.11 0.433
H -0.81699 0.07032 3.11093 -0.16 -0.17 -0.14 0.040
H 0.24375 -0.41389 5.18198 0.29 -0.01 0.08 0.343
H 2.62657 10.53260 1.06070 -0.01 -0.02 0.06 0.329
H 4.12965 3.10373 2.09394 0.09 0.19 -0.05 0.296
H -3.69015 -2.43062 1.92687 0.05 -0.06 -0.01 0.467
H 4.36827 2.54599 3.72519 0.05 -0.14 0.20 0.256
H -6.07441 -5.07836 -6.17178 -0.03 0.03 -0.03 0.248
H 2.07533 -5.87639 -2.04760 0.00 0.00 -0.03 0.390
H 5.33111 -2.51748 -1.63050 -0.01 0.00 0.06 0.383
H 3.43039 6.66588 -1.20678 -0.03 0.02 -0.02 0.363
H 4.21928 -4.72198 -1.61277 -0.01 0.00 0.03 0.314
H -2.87728 -1.50186 3.21732 -0.14 -0.01 -0.01 0.287
H -3.56550 -3.50531 -5.89556 0.00 0.01 -0.01 0.390
H -0.32416 -3.61032 2.50708 -0.01 -0.03 0.00 0.442
H -4.28217 -3.84087 -0.63912 -0.01 -0.06 0.01 0.289
H 4.19115 -1.28260 -2.20254 0.02 -0.01 -0.05 0.249
H 4.75983 6.48512 -0.05214 -0.01 0.01 -0.01 0.354
H -7.22572 -4.67632 -4.88321 0.02 -0.03 0.05 0.325
H 4.35274 8.77143 0.81305 0.00 -0.03 0.03 0.335
H 0.71673 -2.35897 -0.65838 -0.04 -0.04 0.03 0.203
H -1.91096 -0.09526 6.71820 -0.23 0.11 -0.01 0.249
H -4.65038 -0.96165 -3.59425 -0.01 0.02 -0.03 0.358
H 3.94255 0.91548 1.17569 -0.11 -0.05 -0.18 0.320
H -4.25295 -1.25217 -5.29515 -0.02 -0.01 -0.04 0.355
H 1.82698 4.54874 2.78345 -0.14 0.20 -0.08 0.770
H -1.31229 -5.55739 1.45015 0.05 0.02 0.01 0.408
H -6.68749 -1.33288 -4.86394 0.00 0.01 0.04 0.387
H 1.59453 -4.60455 -3.18068 0.01 0.03 -0.03 0.321
H -5.47353 -4.71003 -4.54341 -0.01 0.00 0.02 0.254
H 5.33050 0.88258 2.27225 0.22 0.01 -0.04 0.326
```
Forces are in eV/Å.

> Which formula does entry 3 have?

C23H53FN3O8